Record 1
25
Properties=species:S:1:pos:R:3:forces:R:3 method="wB97M-V/def2-TZVPD" multiplicity=1 e_tot_ev=-17322.7514 total_charge=+2
Ba 0.2778 0.3514 -0.2308 0.0 -0.4 -0.3
O -0.4392 3.0974 -0.1618 0.3 0.3 1.6
H -1.2922 3.3114 0.2772 0.7 0.2 -0.9
H 0.2208 3.3624 0.5382 -0.8 -0.1 -1.0
O -1.4222 1.4384 1.8392 1.6 -2.0 -0.6
H -1.6972 0.9374 2.6122 -0.6 0.8 0.2
H -1.8532 2.2534 1.6722 -1.1 0.8 0.8
O -1.2542 -1.6526 1.2992 -0.5 0.4 0.7
H -2.0112 -1.4456 1.8762 0.1 -0.1 -0.5
H -0.8932 -2.4456 1.7042 0.2 -0.3 0.0
O 1.8368 1.5664 1.9152 -1.1 -0.8 -0.8
H 1.5048 0.9674 2.5802 -0.6 -0.5 0.3
H 2.5138 1.9494 2.4342 1.7 1.3 0.4
O 1.5188 -1.9186 0.9792 -1.0 0.9 0.5
H 2.1578 -2.3726 0.4492 0.8 -0.7 -0.2
H 1.4908 -2.3026 1.8652 0.4 -0.1 -0.3
O -0.7152 0.9594 -2.6978 0.8 -1.1 1.4
H -1.0802 1.6964 -3.1188 -1.0 2.2 -0.8
H -0.6822 0.3174 -3.3928 0.2 -0.9 -0.5
O 1.5698 -0.8716 -2.4818 -0.8 -2.5 0.1
H 1.9648 -0.3126 -3.1348 0.6 0.3 -0.9
H 1.4588 -1.8066 -2.8858 0.4 2.4 0.9
O -0.7372 -2.1426 -1.3628 -0.3 0.0 0.4
H -1.2782 -2.5446 -2.0578 0.1 0.1 0.2
H -1.1582 -2.3926 -0.5158 0.1 0.0 -0.6



Record 2
20
Properties=species:S:1:pos:R:3:forces:R:3 method="wB97M-V/def2-TZVPD" multiplicity=1 e_tot_ev=-15597.0314 total_charge=+1
Be 0.5547 0.1270 -0.5589 -0.8 -1.3 0.6
F -0.1053 -0.0420 0.7931 1.0 0.8 -1.2
O -0.5603 -2.7260 1.2671 1.0 0.1 -0.5
H -1.4283 -2.9980 1.5211 -1.0 -0.6 0.2
H -0.6143 -1.7730 1.3511 0.2 0.4 0.0
O -2.5693 -0.3490 1.7001 -0.9 0.4 -2.1
H -2.1603 -0.5430 2.5031 0.8 -0.5 2.4
H -1.8293 -0.0310 1.1701 -0.2 0.1 0.0
O 2.1007 0.8680 -0.5579 -0.4 0.3 0.5
H 2.3037 1.2210 0.3151 -0.2 0.1 0.4
H 2.9557 0.8180 -0.9799 0.3 -0.3 -0.7
O -0.4083 0.6160 -1.8579 2.1 -0.9 -0.6
H 0.0527 1.0380 -2.6029 -0.3 -0.2 0.1
H -1.1863 1.1160 -1.7079 -1.4 1.0 0.6
O 0.9127 -1.5550 -1.0049 1.8 0.5 -0.9
H 1.8107 -1.8940 -1.2009 -0.5 0.6 0.0
H 0.5117 -2.3250 -0.6139 -1.3 -0.6 1.0
O -0.4003 2.6880 -0.0649 0.8 -0.1 0.5
H -0.2683 2.4750 0.8891 -0.2 0.5 -1.0
H 0.3277 3.2690 -0.3599 -0.6 -0.2 0.6



Record 3
25
Properties=species:S:1:pos:R:3:forces:R:3 method="wB97M-V/def2-TZVPD" multiplicity=1 e_tot_ev=-17024.8130 total_charge=+2
Be 5.4802 29.6642 16.0947 -0.1 -0.2 -0.3
O 4.3396 29.9442 13.8504 0.5 -0.1 1.0
H 4.7436 30.5282 13.2086 0.4 0.3 -0.1
H 3.6275 29.5187 13.3728 -0.5 -0.3 0.1
O 7.4129 30.6374 17.5854 -0.9 0.0 -0.7
H 8.2618 30.3508 17.9221 0.4 -0.4 0.0
H 7.1290 31.3167 18.1971 0.0 0.3 0.2
O 4.0871 30.8657 18.0000 0.6 -0.5 -0.9
H 4.4100 31.2521 18.8141 0.1 0.2 0.4
H 3.3787 30.2837 18.2751 -0.3 -0.1 0.1
O 5.8789 28.2209 18.0991 -0.4 0.5 -1.0
H 6.3406 27.3850 18.1658 0.2 -0.4 -0.2
H 5.8513 28.5521 18.9967 -0.1 0.3 0.3
O 3.1283 28.4720 16.4557 0.9 0.5 -0.1
H 2.7852 27.7788 15.8918 0.0 -0.3 -0.3
H 2.3970 28.6977 17.0306 -0.3 0.1 0.1
O 7.2299 30.0741 14.3545 -0.8 0.0 1.0
H 7.8198 30.7878 14.5973 0.2 0.4 0.3
H 7.5742 29.7508 13.5220 0.0 -0.5 -0.3
O 5.3625 32.1991 15.6972 0.4 -1.2 0.2
H 5.4267 32.7955 16.4431 0.0 0.2 0.3
H 4.9472 32.7191 15.0092 -0.3 0.0 -0.4
O 5.7418 27.3719 15.0428 -0.2 1.1 0.5
H 5.6988 27.2639 14.0927 0.0 0.2 -0.4
H 5.9466 26.4977 15.3746 0.1 -0.3 0.4



Record 4
6
Properties=species:S:1:pos:R:3:forces:R:3 method="wB97M-V/def2-TZVPD" multiplicity=1 e_tot_ev=-23491.6026 total_charge=+1
S -0.4130 -0.4263 -1.3235 1.9 -3.5 -2.5
F 0.7779 1.8747 2.1331 2.8 5.4 4.3
O 0.6124 -1.5301 -1.5942 -2.6 3.1 1.1
Bi 0.0549 0.6812 0.9591 0.3 -2.8 -1.3
O -1.2295 -0.8131 0.2350 -2.0 -1.7 -1.5
H -2.1679 -1.0175 0.1596 -0.4 -0.5 -0.2



Record 5
3
Properties=species:S:1:pos:R:3:forces:R:3 method="wB97M-V/def2-TZVPD" multiplicity=1 e_tot_ev=-184728.3743 total_charge=-1
Cu -0.4104 0.7714 0.0455 -1.2 0.2 0.1
Br 1.7060 0.5150 -0.2152 2.6 0.6 -0.3
Br -1.2955 -1.2864 0.1697 -1.4 -0.9 0.2



Record 6
4
Properties=species:S:1:pos:R:3:forces:R:3 method="wB97M-V/def2-TZVPD" multiplicity=1 e_tot_ev=-152091.3349
F -0.4529 1.3523 -0.4930 0.1 -0.7 0.9
P -0.3434 0.2650 0.6747 1.6 0.4 -1.4
Br 2.5763 -0.4471 -0.0884 -2.1 0.3 0.5
Br -1.7800 -1.1702 -0.0933 0.4 0.0 0.1



Record 7
7
Properties=species:S:1:pos:R:3:forces:R:3 method="wB97M-V/def2-TZVPD" multiplicity=1 e_tot_ev=-152942.8598
N 0.8103 -1.9778 -0.6119 4.5 -3.2 1.3
O 3.1873 -2.3536 0.4762 2.3 -1.8 0.3
P 2.0702 -1.4610 0.4968 -3.9 0.5 -1.9
Br 2.4331 0.5277 -0.3824 0.2 0.7 0.0
Br -3.2989 0.3974 -0.2021 0.0 0.0 0.0
H 0.0743 -1.4086 -0.7405 -3.2 2.2 -0.6
H 0.7515 -2.9692 -0.9644 0.1 1.7 0.9



Record 8
7
Properties=species:S:1:pos:R:3:forces:R:3 method="wB97M-V/def2-TZVPD" multiplicity=1 e_tot_ev=-152091.1188
O 0.3383 0.6352 -1.3889 3.7 -2.0 -3.3
O 0.6643 0.3504 1.3139 1.1 1.2 -1.5
Si -0.2022 0.0763 -0.0002 -1.7 0.2 0.7
Br -2.1348 1.2770 0.1051 0.7 -0.4 0.0
Br -0.7533 -2.0250 0.0650 -0.1 -0.7 -0.2
H 1.5510 -0.3050 -2.2517 -3.3 2.4 2.6
H 0.5368 -0.0089 2.1568 -0.4 -0.9 1.6



Record 9
8
Properties=species:S:1:pos:R:3:forces:R:3 method="wB97M-V/def2-TZVPD" multiplicity=1 e_tot_ev=-152402.4620 smiles=NNP(Br)Br
N -0.1486 -0.6149 -0.0991 0.6 2.8 -1.4
N 0.1302 0.0020 1.1686 0.3 -1.0 1.4
P 0.8543 -1.2939 2.2015 -0.7 1.9 -2.4
Br 1.6302 0.1106 3.6645 0.3 0.4 0.7
Br 2.8100 -1.8689 1.0127 -0.7 0.4 0.5
H 0.4721 -0.0415 -0.8276 -2.0 -1.9 1.7
H -1.1698 -0.5146 -0.3255 1.4 0.0 0.1
H -0.1074 1.0327 1.4067 0.8 -2.5 -0.6



Record 10
9
Properties=species:S:1:pos:R:3:forces:R:3 method="wB97M-V/def2-TZVPD" multiplicity=1 e_tot_ev=-157956.7114 smiles=[SiH3]O[SiH](Br)Br
Si -0.9199 0.7824 1.0354 -0.5 -0.6 -0.4
O -0.5363 0.1273 -0.4045 0.3 -0.8 -0.7
Si 0.7085 -0.6391 -1.0673 -0.4 -0.3 0.7
Br 0.4529 -2.7957 -1.0186 -0.2 -0.7 0.1
Br 2.5624 -0.1832 -0.0361 0.6 0.2 0.3
H 0.1838 0.5262 1.9097 0.3 -0.4 1.0
H -0.9230 2.1254 0.6980 -0.2 2.2 0.0
H -2.2771 0.3228 1.2880 -0.2 -0.2 0.6
H 0.7488 -0.2661 -2.4045 0.3 0.5 -1.6



Record 11
15
Properties=species:S:1:pos:R:3:forces:R:3 method="wB97M-V/def2-TZVPD" multiplicity=1 e_tot_ev=-179601.1497
Si -0.8540 -0.0859 -1.6978 -0.3 -1.2 1.1
Si -0.0344 -1.2204 0.2902 -0.2 2.9 0.7
Si -2.3303 1.6106 -0.9099 1.5 -1.4 1.3
Si 1.7871 -0.6138 1.6932 0.0 -0.5 0.6
Si 3.8690 0.3836 1.2496 0.2 0.1 -0.4
Br 4.2591 -0.4560 -0.8408 -0.1 0.1 0.3
Br -1.2375 2.5878 0.8682 -0.3 -0.3 -0.7
H 0.0111 0.3872 -2.7250 0.8 0.3 -0.7
H -1.4185 -1.4525 -2.1661 -0.2 1.2 0.0
H -1.1964 -0.8334 1.2207 0.5 -0.7 -0.5
H 0.0562 -2.5108 -0.1771 -0.2 -2.3 -0.6
H -2.9064 2.6542 -1.6541 -0.4 1.0 -0.9
H -3.3277 0.7349 -0.3398 -0.7 -0.1 0.4
H 0.8904 0.3685 2.3369 0.3 0.3 0.6
H 2.4321 -1.5539 2.8517 -1.0 0.7 -1.2



Record 12
7
Properties=species:S:1:pos:R:3:forces:R:3 method="wB97M-V/def2-TZVPD" multiplicity=1 e_tot_ev=-155529.3769
O -0.0351 0.8274 1.1623 -0.3 0.8 -0.9
O -0.3986 1.1085 -1.2030 -0.2 1.0 -1.1
O -1.0471 -1.6008 -0.1843 -0.9 -0.1 1.1
P -0.5917 1.8642 0.0231 0.4 -1.0 0.8
Br 2.3287 -1.8476 -0.4683 -0.4 0.0 0.0
Br 0.1105 -1.5147 -1.3133 1.4 -0.8 -1.2
H -0.3668 1.1631 1.9836 0.0 0.1 1.4



Record 13
8
Properties=species:S:1:pos:R:3:forces:R:3 method="wB97M-V/def2-TZVPD" multiplicity=1 e_tot_ev=-166367.0401 smiles="O=[P@](O)(Br)SOBr"
O 0.6318 1.3036 1.8374 -0.3 0.0 0.4
P -0.1417 0.3689 1.0278 1.6 -1.0 -1.9
O -0.7748 0.9914 -0.3217 0.2 -1.4 1.0
Br -1.5124 -0.9515 2.1368 0.0 0.5 -0.4
S 1.3435 -1.1928 0.0189 -0.5 1.6 1.1
O 0.7964 -1.6347 -1.3197 -0.8 -0.8 -0.1
Br 0.9211 -0.6763 -3.2386 0.2 0.4 -0.2
H -1.2640 1.7913 -0.1410 -0.4 0.7 0.0



Record 14
5
Properties=species:S:1:pos:R:3:forces:R:3 method="wB97M-V/def2-TZVPD" multiplicity=1 e_tot_ev=-151436.7867
O -0.6311 -0.1072 0.5600 1.6 -0.3 -0.9
P -1.5736 0.8264 1.3313 -1.8 0.5 -1.2
Br -3.6234 -1.3247 -0.0831 0.7 1.1 0.7
Br -1.5060 2.5773 -0.1494 -0.2 -1.1 1.0
H -0.1148 -0.8720 0.8311 -0.3 -0.2 0.4



Record 15
5
Properties=species:S:1:pos:R:3:forces:R:3 method="wB97M-V/def2-TZVPD" multiplicity=1 e_tot_ev=-163800.7135 smiles=BrSOSBr
Br 3.0211 0.2652 0.4269 0.0 0.2 0.1
S 1.3503 -0.7840 -0.5290 0.4 -1.1 0.3
O 0.1366 0.1407 -0.5610 -2.0 1.3 0.3
S -1.3154 0.3297 0.8833 0.6 -0.4 -1.0
Br -3.1925 0.0483 -0.2203 1.0 0.1 0.3



Record 16
5
Properties=species:S:1:pos:R:3:forces:R:3 method="wB97M-V/def2-TZVPD" multiplicity=1 e_tot_ev=-230531.2019 smiles=Cl[Si](Br)(Br)Br
Cl -1.6350 -0.0372 0.8368 -0.4 -0.1 0.0
Si 0.1794 -0.0040 0.0518 1.8 -1.2 -2.6
Br 1.7464 -0.9544 1.2507 -0.5 0.0 0.0
Br 0.5026 -1.4762 -2.3842 -0.6 1.4 2.5
Br 0.9036 1.9589 -0.5899 -0.4 -0.2 0.1



Record 17
5
Properties=species:S:1:pos:R:3:forces:R:3 method="wB97M-V/def2-TZVPD" multiplicity=1 e_tot_ev=-221463.9877 smiles="O=PBr.BrBr"
O -1.3041 -0.3688 0.2692 -0.3 0.3 2.1
P -1.0482 -0.5922 -1.1141 1.7 -0.9 -2.3
Br 1.1113 -1.6523 -1.4365 -1.3 0.7 0.2
Br 2.3649 3.6392 -1.4632 0.5 0.1 0.0
Br 0.2320 2.9372 -1.3132 -0.5 -0.1 0.0



Record 18
8
Properties=species:S:1:pos:R:3:forces:R:3 method="wB97M-V/def2-TZVPD" multiplicity=1 e_tot_ev=-135909.0940
Si -1.5307 0.0639 -0.3159 1.6 -1.9 2.1
Si 2.0800 -0.3997 1.3024 -0.7 -0.9 0.8
Cl -2.0016 1.4314 1.0615 -0.7 0.5 0.7
Cl -2.9115 -0.2120 -1.6833 -1.1 -0.4 -0.7
Cl 0.0747 0.8393 -1.1856 1.0 0.5 -1.0
Cl 2.8842 1.3411 0.7052 0.7 1.0 -0.5
Br 2.3689 -1.8525 -0.3762 0.2 -0.1 -0.3
H -0.9639 -1.2115 0.4919 -1.1 1.4 -1.2



Record 19
5
Properties=species:S:1:pos:R:3:forces:R:3 method="wB97M-V/def2-TZVPD" multiplicity=1 e_tot_ev=-93178.0189
F -0.4007 -0.2884 -0.6975 0.2 0.8 0.9
Si -0.5150 1.0285 0.3395 -0.3 -0.7 -0.9
Cl 2.3328 -1.4348 0.6485 -2.5 0.8 -0.8
Br -2.4623 1.7464 -0.4981 0.0 0.2 0.1
H 1.0452 -1.0516 0.2076 2.7 -1.0 0.7



Record 20
8
Properties=species:S:1:pos:R:3:forces:R:3 method="wB97M-V/def2-TZVPD" multiplicity=3 e_tot_ev=-98382.6951
Si -1.1707 -1.1353 0.1696 1.7 -0.8 3.1
Si 2.2405 1.1732 0.2303 0.2 1.5 -0.4
Cl -2.6565 -1.6122 -0.9026 -3.7 -1.1 -2.8
Br 1.0667 2.3943 -1.2477 -0.2 -0.5 0.0
H -0.3773 -0.2618 -0.5672 1.4 1.0 -0.8
H -1.7485 -0.3967 1.3131 0.4 -0.2 0.3
H -0.5539 -2.4953 0.4568 0.1 1.0 0.3
H 3.1996 2.3339 0.5478 0.0 -0.9 0.4